# 1
An isolated ion of composition C2H7O2SSi and charge -1 in a non-equilibrium geometry, computed with ωB97M-V with the def2-TZVPD basis set.

HOMO in Ha: -0.092
Kohn-Sham gap in eV: 6.54
Multiplicity: 1
Relative energy (zero: lowest compared OMol25 entry of this formula, charge and spin) in kJ/mol: 0.00
Total charge: -1
Max |F| in eV/Å: 3.8
Electronic energy in eV: -24995.0885

Atoms and positions in Å:
C -0.978 1.291 -0.390
C -1.109 -0.198 -0.143
O 1.832 0.578 -1.306
O 3.155 -0.219 0.743
Si 0.343 -1.168 0.619
S 2.461 -0.521 -0.487
H -0.957 1.720 0.618
H -0.131 1.591 -1.077
H -1.971 1.698 -0.835
H -1.264 -0.770 -1.055
H -1.993 -0.277 0.448
H 0.665 -0.928 2.062
H -0.052 -2.797 0.804

Atomic forces in eV per Å
-0.88 1.10 -1.12
0.59 -0.52 -0.25
0.75 0.22 0.58
1.38 1.40 1.91
0.85 -1.65 0.04
-2.58 -1.77 -2.21
0.57 0.55 -0.33
-0.89 -0.33 1.25
1.43 -0.62 0.47
-0.25 0.04 -0.36
-0.84 -0.63 0.56
-0.28 0.41 -0.03
0.13 1.81 -0.52

Charges per atom according to Löwdin partitioning, unit e: atom 1 (C): -0.213, atom 2 (C): -0.487, atom 3 (O): -0.672, atom 4 (O): -0.658, atom 5 (Si): 0.532, atom 6 (S): 0.449, atom 7 (H): 0.054, atom 8 (H): 0.055, atom 9 (H): 0.074, atom 10 (H): 0.043, atom 11 (H): 0.028, atom 12 (H): -0.114, atom 13 (H): -0.092

# 2
A 2-piece molecular cluster, C6H10INO overall in a non-equilibrium geometry, computed with ωB97M-V with the def2-TZVPD basis set.

<S²>: 2.013
HOMO (spin up / spin down) in Ha: -0.196 / -0.353
Kohn-Sham gap (spin up / spin down) in eV: 5.55 / 7.42
Multiplicity: 3
Relative energy (zero: lowest compared OMol25 entry of this formula, charge and spin) in kJ/mol: 236.85
Max |F| in eV/Å: 5.1
Electronic energy in eV: -18016.3598

Atoms and positions in Å:
C -1.167 -1.439 0.721
C -0.781 -0.815 -0.334
C -3.951 -0.477 -0.471
C 0.820 1.090 -0.706
C 1.541 -0.795 0.679
C 0.692 -0.427 -0.557
N -3.522 -1.326 0.316
O -1.228 -2.061 1.729
I -6.034 0.330 -0.573
H -1.603 -0.295 -0.971
H -3.383 -0.253 -1.401
H 0.014 1.379 -1.320
H 1.796 1.417 -1.107
H 0.633 1.532 0.319
H 2.591 -0.634 0.489
H 1.293 -1.904 0.917
H 1.158 -0.410 1.575
H 1.168 -1.017 -1.435
H -4.017 -1.628 1.085

Atomic forces in eV per Å
-2.13 -1.91 2.76
1.98 3.06 -3.52
-0.61 -0.69 -1.20
0.16 -0.18 1.06
-1.30 -3.78 -1.06
1.24 -0.54 -0.11
1.02 1.10 -2.25
0.57 -0.67 1.15
0.76 -0.02 0.22
1.38 -0.55 0.38
-0.74 0.29 0.71
-0.73 1.01 -1.04
-0.55 -0.16 0.24
0.37 -0.26 -1.16
0.21 0.04 0.27
1.15 1.32 -0.65
-0.22 1.51 1.16
-1.03 1.05 0.96
-1.55 -0.63 2.08

Charges per atom according to Löwdin partitioning, unit e: atom 1 (C): -0.292, atom 2 (C): -0.018, atom 3 (C): -0.660, atom 4 (C): -0.086, atom 5 (C): -0.092, atom 6 (C): -0.397, atom 7 (N): 0.046, atom 8 (O): 0.113, atom 9 (I): 0.557, atom 10 (H): 0.096, atom 11 (H): 0.036, atom 12 (H): 0.044, atom 13 (H): 0.090, atom 14 (H): 0.107, atom 15 (H): 0.078, atom 16 (H): 0.109, atom 17 (H): 0.057, atom 18 (H): 0.166, atom 19 (H): 0.047

# 3
C20H37ClI2N2O8P2 as an isolated structure in a non-equilibrium geometry, computed with ωB97M-V with the def2-TZVPD basis set.

HOMO in Ha: -0.333
Kohn-Sham gap in eV: 8.65
Multiplicity: 1
Max |F| in eV/Å: 7.3
Electronic energy in eV: -88000.5573

Atoms and positions in Å:
C 4.806 -4.434 3.396
C 4.707 -3.654 2.092
I 6.560 -3.032 1.251
C 3.534 -3.367 1.529
I 3.539 -2.237 -0.300
C 2.153 -3.769 2.118
C 1.878 -3.074 3.484
C 1.115 -3.176 1.211
N 0.340 -2.727 0.493
C 1.896 -5.336 2.129
Cl 1.873 -6.055 3.773
C 0.542 -5.637 1.577
N -0.546 -5.817 1.245
H 4.538 -3.849 4.274
H 4.252 -5.365 3.297
H 5.851 -4.722 3.538
H 0.966 -3.472 3.930
H 2.731 -3.105 4.150
H 1.653 -2.032 3.238
H 2.596 -5.859 1.480
O 3.315 1.753 0.740
P 3.088 2.795 -0.311
O 2.868 4.161 0.584
C 3.997 4.721 1.256
C 4.962 5.387 0.291
O 1.540 2.418 -0.704
C 0.942 1.167 -0.364
C 0.104 1.307 0.889
O 3.284 3.604 -1.729
C 2.230 4.022 -2.604
C 1.374 5.127 -2.030
H 4.504 3.946 1.839
H 3.609 5.460 1.958
H 5.427 4.650 -0.369
H 5.754 5.904 0.835
H 4.440 6.104 -0.342
H 1.689 0.383 -0.262
H 0.297 0.885 -1.200
H 0.700 1.671 1.727
H -0.341 0.349 1.166
H -0.697 2.032 0.731
H 1.634 3.172 -2.929
H 2.730 4.397 -3.500
H 0.799 4.791 -1.168
H 0.671 5.481 -2.786
H 1.990 5.965 -1.703
O -4.969 -1.192 0.669
P -4.484 -0.281 -0.416
O -5.733 -0.315 -1.492
C -6.951 0.337 -1.138
C -6.822 1.850 -1.181
O -3.415 -1.294 -1.135
C -2.908 -2.470 -0.497
C -3.672 -3.692 -0.962
O -3.758 1.025 -1.107
C -2.832 0.982 -2.196
C -3.462 0.571 -3.507
H -7.277 0.004 -0.147
H -7.703 0.012 -1.858
H -6.134 2.207 -0.409
H -7.791 2.324 -1.018
H -6.424 2.176 -2.142
H -2.922 -2.372 0.586
H -1.863 -2.564 -0.792
H -4.740 -3.594 -0.761
H -3.303 -4.591 -0.466
H -3.564 -3.818 -2.041
H -1.968 0.368 -1.949
H -2.454 2.003 -2.296
H -3.799 -0.464 -3.489
H -2.735 0.674 -4.315
H -4.329 1.193 -3.733

Atomic forces in eV per Å
1.19 -0.15 -0.76
-0.07 0.09 0.42
-0.41 -0.33 0.52
0.25 0.38 -0.82
-0.06 -0.38 0.49
-0.47 0.70 -0.42
-0.28 0.40 -0.68
0.28 -0.38 0.15
-0.05 0.06 0.30
-1.17 -0.01 -0.45
0.25 -0.07 -0.24
-0.20 0.06 0.32
0.70 -0.08 0.07
-0.23 -0.10 -0.10
-0.12 0.18 0.38
-0.16 -0.01 0.06
0.23 -0.12 0.12
-0.19 -0.19 0.10
0.26 -0.03 0.19
0.32 0.06 0.36
3.16 -0.03 -1.90
-6.79 2.06 1.46
0.68 -0.49 -0.48
0.21 0.18 0.14
0.02 -0.12 -0.10
0.62 0.05 -0.39
-0.38 -0.11 0.26
-0.04 0.10 0.14
2.48 -1.60 1.10
-0.40 0.10 -0.81
-0.04 0.01 0.41
-0.06 -0.02 0.00
-0.15 -0.07 -0.04
0.03 0.04 0.03
-0.02 -0.02 0.03
-0.01 0.03 0.05
0.09 0.08 0.11
0.07 0.14 -0.08
0.12 -0.10 -0.05
-0.01 -0.01 -0.05
-0.04 -0.06 -0.05
-0.01 -0.07 0.25
0.27 -0.05 0.17
0.02 -0.07 -0.02
0.09 -0.04 -0.08
0.01 0.02 -0.09
0.33 3.26 1.74
0.56 -4.65 -5.59
0.34 0.54 0.72
-0.26 0.14 0.02
0.12 0.02 0.09
0.01 0.71 0.31
0.00 -0.49 -0.17
-0.21 -0.01 -0.07
-1.15 0.40 2.89
0.77 0.22 -0.40
-0.31 -0.25 0.01
0.03 -0.04 -0.02
0.12 -0.11 -0.04
-0.05 0.02 0.00
0.00 -0.04 0.01
-0.04 -0.02 -0.03
-0.16 0.06 -0.01
-0.02 0.17 -0.06
0.04 0.04 0.14
0.04 0.02 0.00
0.08 -0.01 0.02
-0.18 -0.19 0.08
-0.21 0.07 0.23
0.04 -0.01 0.07
0.05 0.09 0.07
0.06 0.07 -0.01

Charges per atom according to Löwdin partitioning, unit e: atom 1 (C): -0.151, atom 2 (C): -0.797, atom 3 (I): 0.828, atom 4 (C): -0.662, atom 5 (I): 0.921, atom 6 (C): -0.471, atom 7 (C): -0.037, atom 8 (C): -0.326, atom 9 (N): 0.210, atom 10 (C): -0.551, atom 11 (Cl): 0.709, atom 12 (C): -0.273, atom 13 (N): 0.194, atom 14 (H): 0.079, atom 15 (H): 0.031, atom 16 (H): 0.051, atom 17 (H): 0.086, atom 18 (H): 0.065, atom 19 (H): 0.100, atom 20 (H): 0.122, atom 21 (O): -0.233, atom 22 (P): 0.616, atom 23 (O): -0.213, atom 24 (C): -0.287, atom 25 (C): -0.083, atom 26 (O): -0.245, atom 27 (C): -0.280, atom 28 (C): -0.062, atom 29 (O): -0.225, atom 30 (C): -0.267, atom 31 (C): -0.072, atom 32 (H): 0.110, atom 33 (H): 0.118, atom 34 (H): 0.070, atom 35 (H): 0.078, atom 36 (H): 0.075, atom 37 (H): 0.051, atom 38 (H): 0.107, atom 39 (H): 0.076, atom 40 (H): 0.068, atom 41 (H): 0.076, atom 42 (H): 0.112, atom 43 (H): 0.120, atom 44 (H): 0.071, atom 45 (H): 0.082, atom 46 (H): 0.077, atom 47 (O): -0.220, atom 48 (P): 0.613, atom 49 (O): -0.214, atom 50 (C): -0.289, atom 51 (C): -0.084, atom 52 (O): -0.249, atom 53 (C): -0.289, atom 54 (C): -0.069, atom 55 (O): -0.228, atom 56 (C): -0.274, atom 57 (C): -0.070, atom 58 (H): 0.110, atom 59 (H): 0.117, atom 60 (H): 0.069, atom 61 (H): 0.077, atom 62 (H): 0.075, atom 63 (H): 0.103, atom 64 (H): 0.083, atom 65 (H): 0.074, atom 66 (H): 0.071, atom 67 (H): 0.076, atom 68 (H): 0.100, atom 69 (H): 0.120, atom 70 (H): 0.072, atom 71 (H): 0.082, atom 72 (H): 0.077

# 4
One molecule with the formula C3H7NO2 in a non-equilibrium geometry, computed with ωB97M-V with the def2-TZVPD basis set.

HOMO in Ha: -0.358
Kohn-Sham gap in eV: 10.32
Multiplicity: 1
Relative energy (zero: lowest compared OMol25 entry of this formula, charge and spin) in kJ/mol: 211.16
Max |F| in eV/Å: 3.9
Electronic energy in eV: -8808.3403

Atoms and positions in Å:
C -0.532 1.663 -1.093
N 0.170 0.602 -0.434
C -0.434 -0.467 0.086
O -1.645 -0.728 -0.021
C 0.300 -1.377 1.005
O 1.595 -0.974 1.395
H -0.353 1.673 -2.169
H -1.593 1.493 -0.933
H -0.277 2.658 -0.720
H 1.147 0.714 -0.228
H 0.244 -2.415 0.659
H -0.831 -1.312 1.569
H 2.209 -1.529 0.885

Atomic forces in eV per Å
-0.56 0.36 -0.48
0.64 0.05 0.09
-1.30 -0.14 -0.90
0.64 0.70 -0.75
-2.96 -0.20 0.28
-0.33 -0.32 0.19
0.03 -0.12 -0.04
-0.07 0.04 -0.03
0.15 -0.20 0.24
0.08 -0.05 0.10
0.24 0.26 -0.21
3.71 -0.65 1.08
-0.26 0.27 0.44

Charges per atom according to Löwdin partitioning, unit e: atom 1 (C): -0.067, atom 2 (N): 0.029, atom 3 (C): -0.543, atom 4 (O): -0.007, atom 5 (C): -0.191, atom 6 (O): -0.042, atom 7 (H): 0.083, atom 8 (H): 0.084, atom 9 (H): 0.085, atom 10 (H): 0.134, atom 11 (H): 0.125, atom 12 (H): 0.206, atom 13 (H): 0.103